#a
Density functional theory data (ωB97M-V/def2-TZVPD) for 2 unconnected molecules or ions with the total composition C9H18N2.

The geometry in ORCA input format:
```
! wB97M-V def2-TZVPD RIJCOSX def2/J DEFGRID3
* xyz 0 1
C -0.37704 -1.88986 1.10951
C -1.39575 -2.16556 2.22401
C -0.02294 -3.09434 0.23766
C -1.07371 -0.81894 0.18263
H 0.51584 -1.39464 1.49269
H -1.30451 -1.32627 2.91825
H -0.94117 -3.60829 -0.01356
H 0.54815 -2.76912 -0.61601
H 0.55434 -3.83091 0.78512
H -1.82031 -1.28361 -0.46067
H -1.47836 -0.05635 0.85377
H -1.35744 -3.17284 2.61009
H -2.39236 -2.02970 1.74315
H -0.33127 -0.20673 -0.32991
C -0.03301 3.01066 -0.67328
C -1.33751 2.55080 -1.37385
C 1.06568 2.00749 -0.63492
C 1.72714 1.37818 -1.62156
C 2.39899 0.66619 0.38077
N 1.55959 1.60695 0.60026
N 2.68215 0.57294 -1.02213
H 0.31723 3.91165 -1.18901
H -0.12776 3.52677 0.27546
H -1.14956 1.68814 -2.00318
H 1.71451 1.50426 -2.69277
H 2.94319 -0.00563 1.02597
H 3.05741 -0.29905 -1.35871
H -1.89351 3.32862 -1.87216
H -2.04803 2.19917 -0.57764
*
```

Structure (SMILES): CCc1c[nH]cn1.CC(C)C

Atomic partial charges in e from the Mulliken method, atoms 1 to 2: number 1, C, carries 0.868; number 2, C, carries -1.369


#b
Density functional theory data (ωB97M-V/def2-TZVPD) for a single C9H18N2 molecule.

The geometry in ORCA input format:
```
! wB97M-V def2-TZVPD RIJCOSX def2/J DEFGRID3
* xyz 0 1
C -2.30677 -0.80350 0.68302
C -2.53454 0.46867 -1.43724
C -1.73607 1.54774 0.67408
C 2.21379 -0.69972 -0.55218
C 1.45523 1.25024 0.60733
C 0.92239 -1.16361 1.51604
C -0.47631 -1.51613 -1.30252
C -1.78318 0.28718 -0.07614
C 1.04343 -0.25277 0.30037
N -2.64241 -1.72326 1.25462
N -0.16774 -0.25096 -0.52870
H -1.85292 0.85766 -2.16124
H -3.09703 -0.42328 -1.75600
H -3.37664 1.09996 -1.29263
H -1.83789 2.38641 0.00990
H -0.65131 1.61571 1.03051
H -2.35764 1.48666 1.56409
H 3.14982 -0.82867 0.09080
H 2.13475 -1.75126 -0.96557
H 2.54076 0.08621 -1.32988
H 1.00616 1.58109 1.61682
H 1.28830 1.89155 -0.17221
H 2.53092 1.25049 0.82404
H 1.58478 -0.75975 2.35557
H -0.10711 -1.19056 1.85729
H 1.43765 -2.16482 1.43261
H -1.17900 -1.19064 -1.99301
H 0.33311 -1.73306 -1.95523
H -0.94097 -2.28665 -0.62888
*
```

Structure (SMILES): CN(C(C)(C)C)C(C)(C)C#N

Atomic partial charges in e from the Mulliken method, atoms 1 to 2: number 1, C, carries -0.123; number 2, C, carries -2.069


Relative energies with respect to the most stable structure, expressed in hartree: #a 0.0000; #b 0.0889.


#a
Density functional theory data (ωB97M-V/def2-TZVPD) for 2 unconnected molecules or ions with the total composition C10H10N2O2.

The geometry in ORCA input format:
```
! wB97M-V def2-TZVPD RIJCOSX def2/J DEFGRID3
* xyz 0 1
C -4.52626 -0.52198 0.23487
C -4.46246 0.94582 0.11516
C -3.32576 1.64018 -0.26617
C -1.96671 -0.36933 -0.11053
C 4.25609 0.00942 -0.79249
C 3.60665 -1.22105 -0.75556
C 2.62190 -1.46451 0.19563
C 2.28565 -0.47522 1.11908
C 2.94160 0.75249 1.08810
C 3.92333 1.00005 0.13024
H -3.08498 -2.02552 0.13878
H -5.35289 1.52339 0.06796
H -3.36803 2.60845 -0.71391
H -1.39565 1.45651 -1.20273
H 5.02128 0.19568 -1.54051
H 3.85737 -1.99414 -1.47746
H 2.10890 -2.42242 0.21273
H 1.51536 -0.66456 1.86013
H 2.68825 1.52517 1.80907
H 4.42503 1.96276 0.10731
N -3.29124 -0.97584 0.36147
N -2.14166 0.99004 -0.43652
O -5.41921 -1.48021 0.01861
O -0.91655 -0.99519 -0.16328
*
```

Structure (SMILES): O=c1cc[nH]c(=O)[nH]1.c1ccccc1

Atomic partial charges in e from the Mulliken method, atoms 1 to 2: number 1, C, carries 0.689; number 2, C, carries -0.642


#b
Density functional theory data (ωB97M-V/def2-TZVPD) for 2 unconnected molecules or ions with the total composition C10H10N2O2.

The geometry in ORCA input format:
```
! wB97M-V def2-TZVPD RIJCOSX def2/J DEFGRID3
* xyz 0 1
C -0.58043 -2.75630 0.84946
C -1.58947 -1.78325 0.95752
C -2.09071 -1.21386 -0.16019
C -1.45349 -1.44922 -1.39443
C -0.39417 -2.34981 -1.51549
C 0.10997 -3.10864 -0.29902
C 0.99464 1.06463 1.34528
C 0.10665 2.17176 1.42785
C -0.39719 2.79383 0.32198
C 0.99703 1.37985 -0.99718
H -0.33476 -3.60038 1.77711
H -2.24485 -1.67547 1.76230
H -3.07960 -0.69951 0.07752
H -2.03076 -1.03585 -2.25143
H 0.41484 -2.42613 -2.32718
H 0.79701 -3.90926 -0.37231
H 1.82294 -0.26317 -0.10904
H -0.15236 2.50490 2.31781
H -1.53660 3.38158 0.36956
H -0.25025 2.84914 -1.78974
N 1.31220 0.66633 0.13259
N 0.02736 2.33946 -0.89494
O 1.29342 0.55339 2.47429
O 1.58164 1.36407 -2.14090
*
```

Structure (SMILES): O=c1cc[nH]c(=O)[nH]1.c1ccccc1

Atomic partial charges in e from the Mulliken method, atoms 1 to 2: number 1, C, carries -0.197; number 2, C, carries -0.270


#c
Density functional theory data (ωB97M-V/def2-TZVPD) for 2 unconnected molecules or ions with the total composition C10H10N2O2.

The geometry in ORCA input format:
```
! wB97M-V def2-TZVPD RIJCOSX def2/J DEFGRID3
* xyz 0 1
C 0.19145 1.96675 -0.98725
C 0.31095 3.24566 -1.23990
C 1.25435 4.02140 -0.66098
C 2.12267 3.38126 0.25153
C 1.97186 1.94362 0.50443
C 0.93441 1.26128 0.00625
C -1.43282 -1.21282 0.52450
C -1.98186 -2.34874 1.42816
C -1.61877 -3.59014 1.12679
C -0.00338 -3.00990 -0.50204
H -0.62097 1.62331 -1.45962
H -0.56838 3.76944 -1.72136
H 1.35828 5.13232 -0.87180
H 3.10074 3.79545 0.62777
H 2.33090 1.45274 1.48505
H 0.60466 0.32719 0.47371
H -0.05293 -1.22377 -1.02259
H -2.93278 -2.20684 1.82816
H -2.50266 -4.42388 1.32682
H -0.36061 -4.97876 -0.29435
N -0.40452 -1.73718 -0.19106
N -0.63292 -3.93230 0.22155
O -1.98164 -0.12633 0.40134
O 0.91396 -3.12978 -1.25511
*
```

Structure (SMILES): O=c1cc[nH]c(=O)[nH]1.c1ccccc1

Atomic partial charges in e from the Mulliken method, atoms 1 to 2: number 1, C, carries -0.192; number 2, C, carries -0.417


Relative energies with respect to the most stable structure, expressed in hartree: #a 0.0000; #b 0.0547; #c 0.0495.